No. 1
114
Properties=species:S:1:pos:R:3:forces:R:3:mulliken_charge:R:1 method="wB97M-V/def2-TZVPD" e_homo_ha=-0.3542 lumo_energy_ev=-0.316 energy_ev=-75640.5021
N -18.684261 11.004037 16.159599 1.6467 0.7243 -0.2848 -0.0140
H -17.884203 10.552316 16.660211 -0.5886 -0.2011 0.5299 0.2971
H -18.989620 10.327613 15.436915 -0.5720 0.4485 -0.0772 0.2995
H -18.287368 11.876961 15.745138 -0.5995 -0.3871 -0.1914 0.1729
H -19.415329 11.338476 16.777129 -0.1560 -0.5375 0.0957 0.4222
P -15.067967 9.076859 14.531703 2.2928 -0.2113 -1.2866 1.8028
F -14.692145 9.729016 15.983533 -0.7976 0.2326 -0.1413 -0.2016
F -14.279598 10.290762 13.768635 -0.7349 0.1691 0.2687 -0.1254
F -13.615562 8.343165 14.624021 -0.3097 -0.5546 0.4002 -0.5018
F -15.264109 8.324337 13.121088 -0.6681 0.4623 0.0562 -0.3347
F -15.876385 7.875902 15.244264 0.2565 -0.0381 0.5038 -0.4811
F -16.438835 9.904310 14.420455 -0.2600 0.2139 0.2125 -0.4477
C -12.041104 6.902336 12.395262 -0.0685 0.0114 -0.0541 0.2145
O -11.462640 5.773089 11.744736 -0.2150 0.1296 -0.0721 -0.5936
H -12.932694 6.612766 12.953273 0.1624 0.0438 0.2774 -0.2361
H -11.286494 7.379398 13.025645 -0.2494 0.0649 0.2414 0.2583
H -12.388038 7.643734 11.673884 0.2470 -0.2123 -0.3058 0.0707
H -11.332484 5.118672 12.438009 0.0874 -0.0422 -0.1080 0.3138
C -19.197532 8.075898 14.226326 0.1646 -0.8064 -0.3120 0.5033
O -19.926665 9.308054 14.312304 0.1951 -0.4188 0.2033 -0.6474
H -19.778337 7.187771 14.493705 -0.3943 0.3090 0.0403 0.3604
H -18.856652 7.925956 13.200486 0.2760 0.0440 0.1209 -0.1989
H -18.342158 8.061220 14.900491 0.0034 0.4326 -0.1043 -0.3164
H -20.405828 9.389008 13.483843 -0.0972 0.2648 0.0850 0.3456
C -11.330017 10.934332 14.152860 -0.5057 -0.2927 -0.6370 -0.3416
O -12.222733 11.743164 14.894619 0.1459 0.2258 0.6080 -0.6015
H -10.305947 11.202876 14.397485 -0.0331 0.1425 0.0324 0.3413
H -11.467316 9.861734 14.318955 -0.0060 0.0579 0.3217 -0.0198
H -11.519826 11.076130 13.082066 0.3097 0.0912 -0.0311 0.1904
H -13.108837 11.367178 14.844716 0.2058 -0.1197 -0.1919 0.1976
C -13.212687 5.716122 16.495054 0.1691 1.0911 -0.9082 0.0610
O -12.121550 6.295529 15.768577 0.2555 -0.1205 0.2395 -0.6690
H -13.472298 6.323901 17.364424 0.0474 -0.1404 0.2134 0.2322
H -14.069024 5.733344 15.816494 -0.2558 -0.4752 0.2646 -0.3494
H -12.924099 4.711244 16.785804 -0.0939 -0.0705 -0.0054 0.4369
H -12.431477 7.107746 15.339147 -0.0297 -0.3980 0.2615 0.2993
C -16.687627 4.890280 17.070225 -0.1244 0.5914 -0.0232 -0.5931
C -17.620951 4.603563 18.233115 0.0018 0.5247 -0.0830 0.3240
C -18.771027 5.609611 18.246087 -0.5782 -0.7017 -0.3891 -1.2332
O -18.125794 3.287530 18.040718 0.1022 -0.2109 0.1915 -0.5493
H -15.834872 4.215179 17.041766 -0.1553 -0.1429 -0.0408 0.2033
H -16.296066 5.909040 17.119838 0.0739 -0.0039 0.2858 0.0939
H -17.249433 4.885876 16.132390 0.0324 -0.4285 -0.0313 0.1395
H -17.050780 4.680006 19.167091 -0.0314 -0.1715 0.0154 0.3451
H -19.374846 5.382453 17.358799 0.2919 0.4236 -0.2696 0.3342
H -18.416704 6.637625 18.246593 -0.1041 0.0753 0.0193 0.1630
H -19.514987 5.434182 19.029375 0.4760 0.1146 0.4428 0.4129
H -18.513551 2.981129 18.866668 -0.0301 0.0071 -0.0659 0.3211
C -16.692047 11.022666 11.215082 0.2865 -0.9215 -0.1423 -0.6191
C -15.312969 11.525782 10.817539 1.1898 -0.3419 -0.2621 0.7361
C -14.288776 10.414850 10.527066 -1.0424 -0.4425 0.2280 -0.7848
O -15.392505 12.412596 9.696075 -0.5184 0.1305 0.1920 -0.6232
H -16.573645 10.243623 11.974852 0.0460 0.5338 0.4282 -0.1842
H -17.176947 10.418121 10.442493 0.1534 0.5233 -0.5427 0.2234
H -17.381129 11.804259 11.527248 0.0782 0.0768 0.0630 0.3789
H -14.781895 12.021644 11.640799 -0.7965 0.4509 0.3013 -0.0228
H -13.309600 10.865638 10.379475 0.0728 -0.1466 -0.1142 0.4350
H -14.587736 9.785830 9.686799 0.1081 0.2656 -0.2346 0.2143
H -14.282765 9.764454 11.403829 0.3755 0.0307 -0.0062 -0.1091
H -14.648139 13.017442 9.736803 0.0579 -0.0467 -0.0522 0.3824
C -16.076111 5.146196 13.207778 0.0307 -0.5383 -0.2009 0.1651
C -15.776908 3.650061 13.230733 0.1235 0.0212 0.5636 0.0003
C -14.707604 3.226456 14.233341 1.0211 0.2942 -0.5815 -0.8947
O -16.961689 2.893519 13.530360 0.1366 0.1725 -0.2672 -0.6265
H -15.382910 5.657943 12.539457 0.1729 0.1506 0.2772 0.1199
H -16.028541 5.557157 14.215220 -0.1607 0.2664 -0.1058 -0.5748
H -17.065145 5.249060 12.757851 -0.0813 0.2266 0.2324 0.3718
H -15.439449 3.394381 12.222445 -0.2399 -0.4218 0.0825 0.4442
H -14.927840 3.455120 15.278247 -0.4414 -0.1702 -0.1430 0.0336
H -13.751714 3.737539 14.060186 -0.1460 0.1135 -0.1911 0.2157
H -14.485403 2.168677 14.092196 -0.1929 -0.0916 0.2639 0.4097
H -16.996992 2.836800 14.491523 -0.1738 -0.0729 -0.0184 0.3563
C -17.789858 6.502315 8.114039 -0.1914 -0.2442 0.2248 -1.2672
C -17.297649 7.770434 8.836677 0.1897 -1.1728 -0.0781 0.3142
C -16.873394 7.489675 10.272321 0.8680 0.1041 0.2325 -0.7963
O -16.223616 8.323229 8.085612 -0.3308 0.9180 -0.1273 -0.5997
H -18.026779 5.711826 8.829794 -0.1519 0.0274 -0.0491 0.3182
H -17.012085 6.114850 7.456341 0.1171 0.0408 0.0697 0.3181
H -18.664381 6.676868 7.487236 -0.0036 0.0837 0.0291 0.3253
H -18.133513 8.468500 8.870260 0.3662 0.4895 -0.3081 0.3508
H -16.409346 6.508305 10.405119 -0.3949 -0.2074 -0.1290 0.6155
H -17.677955 7.628608 10.993978 -0.0633 -0.2149 -0.0212 0.0571
H -16.059473 8.159002 10.560622 -0.2868 0.3144 0.0064 -0.0760
H -15.427810 7.793289 8.184267 -0.1202 -0.2256 0.1619 0.3635
C -13.388538 13.970714 18.731376 0.0066 1.0670 -0.3636 -1.2049
C -13.798115 12.744060 19.497045 -0.3963 -0.7304 -0.3656 0.1643
C -14.917349 11.902486 18.867527 -0.5766 0.0188 0.3466 -0.3916
O -12.692007 11.862857 19.733882 0.0211 0.3501 -0.1149 -0.5572
H -12.766959 14.649321 19.320274 0.1787 -0.3180 0.1399 0.3385
H -14.250008 14.592811 18.466929 -0.1650 -0.2606 -0.0115 0.3179
H -12.853740 13.783326 17.796276 -0.0510 -0.3481 0.0369 0.2647
H -14.169842 13.060858 20.472703 0.1971 -0.0954 0.1326 0.3157
H -15.864566 12.441818 18.756782 0.1489 0.2549 0.0415 0.4083
H -15.118800 11.093748 19.571421 -0.0267 -0.0733 -0.0694 0.3082
H -14.719896 11.429684 17.903723 0.4758 0.2380 -0.0597 -0.2769
H -12.281451 11.741020 18.867111 0.1263 -0.0856 0.1650 0.3603
C -17.270848 14.867005 13.373441 -0.8020 0.2402 -0.4589 -1.5961
C -17.263918 13.598412 14.221357 0.9369 0.8452 -0.3120 1.0528
C -15.996500 13.464789 15.054310 0.4841 0.4076 -0.4799 -0.8542
O -18.421834 13.600946 15.066237 -0.1956 -0.2651 0.0818 -0.6326
H -16.535442 14.916347 12.571086 0.2532 -0.2915 0.2283 0.3283
H -17.199726 15.795036 13.949449 0.2690 -0.2070 0.2988 0.4513
H -18.241436 14.940254 12.871722 0.0274 -0.1311 -0.0255 0.4300
H -17.348487 12.746737 13.545553 -0.2190 -0.1521 0.1998 -0.3592
H -15.718645 14.413645 15.524707 -0.4740 -0.1081 0.4567 0.4181
H -15.121904 13.303321 14.422090 -0.1239 -0.4223 -0.2401 0.3275
H -16.055391 12.645034 15.766531 0.0667 0.0349 0.1634 -0.0305
H -18.501588 14.474647 15.466053 0.0417 -0.0549 0.0279 0.3298
O -14.309096 8.597521 18.888762 -0.0286 0.0751 -0.1199 -0.6150
H -13.857125 9.000008 18.133808 -0.0664 -0.0885 0.0681 0.2248
H -13.792737 8.870312 19.657533 -0.0626 0.0231 -0.1023 0.3078
O -17.129821 9.132532 17.441107 0.0621 0.1353 -0.3158 -0.8900
H -16.437499 9.100742 18.118425 0.1218 -0.0304 -0.0149 0.3161
H -16.673313 8.865008 16.620383 -0.0724 -0.2138 0.5682 0.0712

---

No. 2
11
Properties=species:S:1:pos:R:3:forces:R:3:mulliken_charge:R:1 method="wB97M-V/def2-TZVPD" relative_energy_kcal_mol=40.65 e_homo_ha=-0.3311 smiles=CO[C@H]1CS1 lumo_energy_ev=0.976 energy_ev=-16089.2278
C -1.466378 0.427371 1.073412 1.1200 1.4429 0.3978 -0.6510
C 0.031933 0.503246 1.184769 -1.5705 -1.0972 -0.2725 -0.0814
C 1.167769 -0.714819 -0.603022 -0.0673 -2.3081 0.7553 -0.7478
O 0.627345 -0.672101 0.738578 1.1975 0.1483 -0.0416 -0.3428
S -0.866423 0.421921 2.769418 0.6485 -0.4265 -0.3335 -0.1408
H -2.034400 1.296531 0.831449 -0.3041 0.4476 -0.2985 0.2851
H -1.752299 -0.474289 0.626092 -0.6924 -1.2522 -0.2842 0.2794
H 0.563905 1.389755 0.965708 0.4501 0.9390 -0.0669 0.5085
H 2.254889 -0.948908 -0.637308 -0.6875 -0.0369 0.5668 0.2491
H 1.062171 0.108497 -1.239335 -0.6488 1.8596 -0.4063 0.3753
H 0.601090 -1.540889 -1.074205 0.5545 0.2835 -0.0164 0.2664

---

No. 3
12
Properties=species:S:1:pos:R:3:forces:R:3:mulliken_charge:R:1 method="wB97M-V/def2-TZVPD" relative_energy_kcal_mol=14.25 e_homo_ha=-0.3333 lumo_energy_ev=0.296 energy_ev=-20844.7575
C 1.524746 1.238089 1.099374 0.2674 -1.8883 -1.7343 -0.0357
C 0.385287 0.341981 0.907297 -1.1506 -0.1780 1.1670 0.4282
C -0.006983 -0.159222 -0.275797 -1.3649 -0.3528 2.5133 0.4893
C -1.282940 -0.852724 -0.566151 -1.7846 1.3104 -1.5726 -1.2639
O 2.284439 1.292500 2.018602 -0.0813 0.6723 0.9581 -0.4662
O 0.637740 0.012352 -1.383145 1.8680 0.2928 -2.3486 -0.4657
Cl -0.601988 -0.076898 2.299659 0.3090 0.1288 0.0201 -0.2338
H 1.729194 1.623854 0.099865 0.5991 1.0558 -0.2099 0.3041
H -1.093643 -1.700222 -1.282302 -0.4078 0.7488 0.5775 0.3114
H -1.824445 0.065944 -1.122671 0.7262 -2.3224 0.7687 0.3004
H -1.985182 -1.164335 0.201194 0.5346 0.0116 0.2468 0.3308
H 0.233774 -0.621318 -1.995924 0.4849 0.5211 -0.3860 0.3012

---

No. 4
45
Properties=species:S:1:pos:R:3:forces:R:3:mulliken_charge:R:1 method="wB97M-V/def2-TZVPD" relative_energy_kcal_mol=0.00 s2=2.003 total_charge=-2 e_homo_ha="-0.1616 / -0.1613" spin_multiplicity=3 lumo_energy_ev="3.674 / 2.984" energy_ev=-121017.1698
Pd 0.123036 0.250523 -1.084478 -0.0230 0.0145 -0.5107 2.4830
Cl -1.088650 1.636761 2.132879 -0.4535 -0.2291 0.1806 1.6949
O -0.221082 1.659025 3.292578 0.1282 0.1211 -0.0660 -0.7469
O -0.273444 1.241217 0.987265 0.6411 -0.1162 -0.3474 -0.9072
O -2.106454 0.633493 2.342391 0.1817 0.3188 -0.1390 -0.6470
O -1.661248 2.919776 1.886384 0.1384 -0.1538 0.1684 -0.6419
Cl 0.962658 -2.150467 -3.716607 0.3619 -0.4797 0.6208 1.7801
O 1.822977 -3.003557 -2.920336 0.1192 0.3145 -0.2282 -0.7060
O 0.050035 -2.978091 -4.452117 -0.1779 0.2375 -0.0438 -0.6754
O 0.191988 -1.314088 -2.787744 -0.4298 0.3212 0.1258 -0.6893
O 1.714807 -1.308064 -4.590854 0.1689 -0.0509 -0.0444 -0.6657
Cl 0.367636 2.528188 -3.333945 -0.1898 -0.7573 0.0671 1.9079
O -0.123289 3.844514 -3.606365 0.1166 0.2263 0.2096 -0.6912
O -0.724513 1.582362 -3.253146 -0.0650 -0.0029 -0.4491 -0.6725
O 1.340373 2.145507 -4.314176 -0.0933 0.0690 -0.1149 -0.6627
O 1.001104 2.450232 -2.005428 0.0391 0.0996 0.5452 -0.7218
N -4.431695 0.111858 -2.037570 1.1735 0.6003 2.0307 -0.5191
S -4.611769 1.593104 -1.411714 -0.2405 1.4241 -1.3015 1.0786
O -3.389105 2.312240 -1.269614 -0.0049 -0.1471 0.2973 -0.5192
O -5.600768 1.729937 -0.395603 -0.3602 -0.3008 0.1563 -0.6311
F -5.289519 2.300273 -2.682710 -0.0706 -0.5631 0.1073 -0.2930
S -3.381955 -0.560899 -0.985129 0.2099 -1.5673 -2.8154 0.8877
O -3.923772 -0.851343 0.285787 -0.0488 -0.0380 0.7225 -0.5683
O -2.011031 -0.148135 -1.105038 -0.3024 0.7671 0.4890 0.1497
F -3.245069 -1.939467 -1.755755 -0.6494 -0.1113 0.3001 -0.3150
C -1.639043 -2.234567 2.839817 0.0692 -0.3070 2.3526 -0.2126
C -0.194774 -2.045143 3.383158 -0.7182 0.0674 0.0908 -0.1769
O 0.607409 -2.249367 2.218642 0.4268 0.5632 -0.2563 -0.3736
C -0.186097 -2.076637 1.147738 -1.1470 0.3642 0.5666 0.3972
O 0.136201 -1.674412 0.075208 0.7777 -0.5316 -0.1952 -0.5839
O -1.464209 -2.373073 1.461349 0.0397 0.1465 -0.5580 -0.2670
H -2.273849 -1.398587 3.129866 0.2210 0.2556 -0.7163 0.1724
H -2.105873 -3.081104 3.355542 0.0885 -0.5149 -0.8347 0.3432
H 0.115683 -2.761425 4.140155 -0.0882 -0.1270 -0.0674 0.3191
H -0.097716 -1.032421 3.778545 0.3768 0.0573 -0.2736 0.1605
C 4.113878 0.352950 2.061809 -0.3047 0.5351 0.0636 -0.3947
C 5.062881 1.047926 1.056631 -0.0663 0.1958 1.9316 -0.3330
O 4.340992 1.058111 -0.144650 0.2091 -0.2373 -0.4623 -0.3509
C 3.194550 0.361145 -0.005626 -0.3847 0.5670 0.7026 0.2504
O 2.363409 0.285719 -0.849407 0.0543 -0.1981 -0.5916 -0.5940
O 3.060265 -0.127892 1.232794 0.2857 -0.5449 -0.0610 -0.1856
H 3.642863 1.058923 2.748483 0.1546 0.1127 -0.0332 0.2814
H 4.571602 -0.420984 2.674311 -0.0811 -0.3516 -0.3827 0.2884
H 6.042388 0.572882 1.023994 -0.1240 -0.2567 -0.6457 0.2837
H 5.218205 2.053053 1.452696 0.0416 0.2080 -0.5902 0.2674

---

No. 5
14
Properties=species:S:1:pos:R:3:forces:R:3:mulliken_charge:R:1 method="wB97M-V/def2-TZVPD" relative_energy_kcal_mol=18.08 total_charge=+1 e_homo_ha=-0.5445 smiles="[NH3+]CCC(=O)O" lumo_energy_ev=-3.896 energy_ev=-8819.1682
C -1.040480 -0.015782 -0.286797 -0.0021 1.2026 -0.6706 -0.3692
C 0.067588 -0.601721 0.552697 1.1441 0.1001 0.0574 -0.8678
C 1.310517 -0.895772 -0.327782 -0.2205 -0.7192 0.5151 0.6128
O 2.330248 -1.165112 0.483993 -0.2005 0.0823 0.5664 -0.4255
O 1.328874 -0.943221 -1.522619 -0.1654 0.3128 0.0625 -0.5077
N -1.155991 1.522846 -0.051774 0.1894 -0.6673 1.0569 -0.3597
H -0.747607 0.026479 -1.345155 -0.1631 -0.9649 0.2667 0.3868
H -1.995252 -0.501831 -0.127309 -0.1678 0.2817 -0.1260 0.3215
H -0.231998 -1.506157 1.081092 -0.0698 -0.2790 -0.4384 0.3779
H 0.458890 -0.022656 1.410931 -0.4826 0.3469 -0.4296 0.4077
H 3.098395 -1.536974 0.039824 0.1778 0.0198 -0.5023 0.3754
H -1.316721 2.082078 -0.882485 0.1156 -0.1142 -0.4013 0.3486
H -0.244149 1.740623 0.353183 -0.0811 0.6368 -0.1484 0.3647
H -1.862315 1.817201 0.622202 -0.0738 -0.2384 0.1916 0.3344